ORCA calculation (wB97M-V/def2-TZVPD) on 14 unconnected molecules or ions with the total composition C56H104BO45 at a distorted geometry.

Geometry as XYZ:
```
206
Properties=species:S:1:pos:R:3:lowdin_charge:R:1
O -3.0409 -0.8972 2.3556 0.0834
C -3.8367 3.4568 -3.6669 -0.2015
H -5.5162 3.0573 -5.0265 0.0807
H -1.4235 -6.2355 6.6162 0.0596
O 1.2359 -1.6834 1.0625 0.2037
O -2.9204 -6.1482 -10.3119 0.0429
C 4.5346 -6.9559 -6.8779 -0.0296
H 7.7481 5.9426 -8.6734 0.1256
O 10.3125 -3.0389 -7.0684 0.0517
H 3.4795 -4.6924 -11.4405 0.1184
O -0.1685 0.3317 0.8210 0.2469
H 3.9744 13.0329 4.9070 0.0886
H -1.3947 -3.6262 -8.8650 0.0993
C -11.4334 3.7741 0.6942 -0.5359
C 5.2570 11.9295 3.6370 -0.2045
C 1.8619 -2.3678 0.1176 -0.3426
H -7.2437 -7.0369 4.4670 0.1189
C 9.1675 -2.4108 -5.1108 -0.0686
C 4.2203 9.8988 2.7673 -0.5970
H -9.0067 5.6297 0.8911 0.0758
H 4.4725 -8.0436 -6.8417 0.0968
H 8.8212 -1.5709 -7.0886 0.1274
H -6.1507 2.0027 9.9023 0.0740
H 0.3140 -6.1605 6.5655 0.0688
H 4.2685 3.6261 -4.3469 0.0980
H 9.2222 -3.3986 -4.6532 0.0776
O 0.3531 -8.5318 -1.5262 0.0136
C 8.1476 -0.6302 2.7575 -0.4546
H 3.5193 4.1008 -5.8222 0.0991
H 7.1452 -1.5226 5.0920 0.1022
C -0.0510 -4.8388 10.9566 0.0188
H 5.5141 -1.2244 4.5022 0.1031
H 2.1109 -8.3721 -0.4351 0.1158
O 1.4018 -4.7151 9.0942 0.1171
O -10.9269 -6.3379 4.1715 0.1160
C -2.2986 6.7021 10.6386 -0.6332
H -9.7483 -3.0541 1.7687 0.0885
H -11.5500 3.9593 -1.4272 0.0923
H 7.1109 8.6196 -7.3157 0.0763
H -8.7234 2.9292 2.1273 0.1216
C -0.5878 -5.5789 6.3743 -0.0383
H -9.4963 -6.6459 6.4554 0.0719
O -1.2323 -1.7670 1.1646 0.2176
C 7.4779 1.6055 1.8363 -0.1994
H 10.0953 -1.9114 -4.8317 0.0789
O 1.3976 -2.5330 -2.2904 0.1112
H 5.9192 11.5598 4.4198 0.1267
H 11.3213 -4.7855 -10.2787 0.0954
H 1.2793 -10.0904 1.3172 0.0660
C 1.0173 -2.1198 -1.1987 -0.3452
O -8.7864 -5.7477 3.9780 0.0236
O 8.9228 -1.6391 2.8297 0.0684
H 4.6997 2.7356 -5.9092 0.0996
H -2.8697 -4.5147 -8.2968 0.0950
H 6.4741 1.3054 1.5356 0.1233
H -0.6051 1.9550 8.9886 0.0900
H -6.5799 1.4825 8.2997 0.0759
O -0.0327 -1.3580 -0.8963 0.2327
C -9.2559 -3.6694 2.5217 0.0262
C -2.9135 -7.2663 -0.8329 -0.0564
H -2.7167 -6.2629 -14.7733 0.0818
H -0.0385 6.0586 14.3560 0.0786
C 6.5300 -1.4712 4.1937 -0.1003
H -7.8833 5.3995 2.1609 0.0815
C 0.2814 -4.7042 9.4894 -0.5381
C -5.0805 0.2781 9.3893 -0.2502
C -0.7350 -4.3001 7.3339 -0.2047
H -1.8463 7.0679 13.2331 0.1289
H -8.7302 -7.8544 4.6416 0.1210
H -1.7697 -6.2671 -13.3660 0.0806
C 0.6818 -9.8409 0.4404 -0.0525
C 7.5290 6.5852 -7.8207 -0.2351
O -4.1067 0.4628 10.3690 0.0160
H -3.0499 -6.4842 -1.5798 0.1013
O -1.9358 1.1402 10.9560 0.0910
H -11.5701 2.2603 -0.7579 0.0842
H 4.6615 -5.2386 -10.3017 0.1147
O 4.2177 -6.4423 -8.1787 -0.0271
H -13.0008 3.1929 -0.7503 0.0832
O 9.4979 -3.6581 -9.0410 0.1102
C 12.0777 -4.5092 -9.5441 -0.0177
B -0.0668 -1.1381 0.5412 -0.8563
O -2.8339 4.1682 -4.4423 0.0278
H -5.0217 2.3350 8.5737 0.0730
O -10.2318 3.2605 0.8737 -0.0096
C 0.0255 5.9988 13.2695 -0.0492
H -4.2951 7.8097 -2.7575 0.0975
H -0.3312 -9.8001 0.8407 0.0594
H -2.8824 8.0500 -3.8154 0.0958
H -9.0968 -3.0118 3.3763 0.0965
H 6.4887 -2.4791 3.7807 0.1063
H 3.9210 -2.8597 -10.0275 0.0833
C -8.4196 4.8547 1.3839 -0.0717
C -1.3711 6.2391 12.7084 -0.2389
O -3.5354 6.0799 -3.4665 -0.0413
H -7.7477 4.4339 0.6359 0.0769
C -2.5195 -5.6674 -13.8820 -0.0816
H 7.6457 3.5603 0.6858 0.0703
C -2.4816 -3.6975 -8.9048 -0.0263
O -1.8283 6.7398 9.3688 -0.0102
H -3.7285 3.6045 -2.5924 0.1276
H -3.4531 6.1108 8.3381 0.0973
C 3.6112 -4.9615 -10.3925 -0.2130
H 0.1146 -3.6267 7.2199 0.1132
H -5.2980 4.7859 -4.5184 0.0722
O 2.9440 9.5228 2.7395 0.0055
H -4.7271 -0.1886 8.4698 0.1171
H -1.5495 2.1338 7.4374 0.0980
H -4.4182 7.5340 -4.5124 0.0987
C 3.3399 -3.6923 -9.6308 -0.0749
O 5.5960 4.3532 -7.8942 0.0786
O -0.8306 -4.6107 8.6999 -0.0429
C -3.7692 -5.6719 -13.0720 -0.2103
H 1.5622 8.1523 1.9526 0.0931
C -2.8301 0.9443 10.1231 -0.5165
O -1.7074 1.6598 1.8563 0.0810
C 2.9892 -6.6539 -8.6918 -0.5228
H -4.0347 -6.6938 -12.8013 0.1306
O 4.1327 11.0365 3.4169 0.0298
O 2.9832 -2.9136 0.1768 0.0822
O -2.6282 1.0892 8.8229 -0.0160
H 12.3176 -5.4529 -9.0544 0.0902
H 0.5859 -10.6224 -0.3133 0.0752
C -8.2766 -6.8721 4.7735 -0.1799
H 3.9357 -6.5417 -6.0669 0.1009
O -10.2794 -4.7202 2.8323 0.0295
O -1.5981 6.0603 -4.7138 0.0946
H 8.3089 -1.9041 -4.6701 0.0808
H -3.1547 -6.8429 0.1421 0.0927
C 1.0369 -8.4623 -0.2725 -0.1669
H -2.0774 -4.6772 -13.9921 0.0890
H -3.7385 2.3773 -3.7816 0.1233
H 7.5143 8.5621 -9.0027 0.0748
C -10.0633 -5.6205 3.7162 -0.6894
C -3.7708 7.4433 -3.6401 -0.0579
H -2.0121 5.3612 12.7901 0.1351
C -11.9193 3.2874 -0.6524 0.0158
H -5.7541 -0.4669 9.8127 0.1248
H -2.2662 7.0217 7.4379 0.0933
H 2.2642 -3.5166 -9.6439 0.0814
H 13.0435 -4.1913 -9.9369 0.0927
O -1.6073 -7.7727 -0.7267 -0.0412
H 8.1973 -3.2114 -6.8634 0.1221
C -0.9020 -8.2003 -1.8252 -0.5285
C -2.6001 5.4975 -4.2389 -0.5205
O -1.3427 -8.3638 -2.9645 0.1083
C -5.7334 1.6128 8.9739 -0.0529
C -2.8124 6.9916 8.3807 -0.0511
O 6.9571 -0.5081 3.3624 -0.0166
H -8.0397 -5.7146 6.6625 0.0791
O 2.0694 -7.3948 -8.2668 0.0891
C 2.6079 8.2620 2.2400 -0.0648
C 9.0158 -2.5347 -6.6182 -0.1733
C -1.9231 -0.8020 1.8139 -0.3079
H -9.8134 4.2025 2.7929 0.1203
H 5.5533 -6.6340 -6.6620 0.0902
O -3.5997 -4.7157 -12.0151 0.0327
H -4.5230 -5.2112 -13.7105 0.1211
H -3.3105 7.9454 8.5548 0.0981
H 2.8433 7.4347 2.9094 0.1005
H -8.1174 -7.5383 6.8264 0.0802
C -1.1931 0.5775 1.5254 -0.4067
O -11.9996 4.5660 1.4469 0.0774
H 0.0186 -3.8063 11.2990 0.0910
C 5.9011 4.9831 -6.8589 -0.4828
O -1.2845 6.3915 11.3418 0.0543
H -3.5716 -8.1185 -1.0024 0.0953
H 7.4288 2.0831 2.8148 0.1157
C 4.6939 13.2116 4.1079 -0.0842
H 9.2017 2.7183 0.9530 0.0752
H 3.0767 8.0738 1.2741 0.0947
O 2.7953 -6.0670 -9.9036 0.0181
H -0.7821 -5.3353 5.3297 0.0682
C -9.3627 3.7807 1.8945 -0.2116
H -1.6699 -3.7580 7.1921 0.1179
H -0.6641 0.7186 8.0011 0.0900
H -1.1023 -5.0970 11.0842 0.0803
C 8.1286 2.5911 0.8106 -0.0588
H 5.4520 13.9440 4.3852 0.0817
C -3.1332 -4.9793 -10.8194 -0.5566
H 0.7785 -7.5955 0.3358 0.1178
H -2.9062 -2.8704 -8.3358 0.0913
O 5.4603 4.6303 -5.6264 -0.0284
C -5.1911 3.7377 -4.2394 -0.0765
C 7.0571 7.9841 -8.1996 -0.0768
O -3.1143 -3.8486 -10.1719 0.0106
C -1.3381 1.5172 8.3110 -0.0142
O -3.3790 7.0546 11.0386 0.1355
C 4.4398 3.6755 -5.4223 -0.0409
H 0.6165 -5.5179 11.4870 0.0894
H 3.6083 -3.8063 -8.5806 0.0744
C -8.4230 -6.6548 6.2658 -0.0777
C 10.4208 -3.4378 -8.2842 -0.7016
H 0.6814 6.7975 12.9231 0.0795
O 5.2054 9.3454 2.3033 0.1208
H 7.9161 2.2236 -0.1933 0.0680
O 8.3517 0.4687 1.9355 -0.0029
H -8.3614 -4.1168 2.0883 0.0955
H 5.7981 11.9992 2.6933 0.1295
O 6.7781 6.0350 -6.7613 0.0243
H 8.5223 6.8361 -7.4484 0.1142
H -5.8898 3.6024 -3.4138 0.0795
H 4.2197 13.7641 3.2967 0.0795
H 6.0329 7.9826 -8.5723 0.0735
O 11.6718 -3.6175 -8.4917 0.0342
H 0.3605 5.0476 12.8559 0.0820
```

Computed properties:
**LUMO level**: 1.468 eV
**Energy relative to the best compared isomer or geometry (same formula, charge and spin)**: 747.4 kJ/mol
**Total charge**: -1
**E_HOMO**: -7.590 eV